Computed, not measured: the ion C2H5BrN3 with charge +1 at a distorted geometry, with ωB97M-V with the def2-TZVPD basis set.

Results
Highest occupied orbital energy: -14.88 eV
Charge: +1
SMILES string: NCN=[N+]=CBr
HOMO-LUMO gap: 8.871 eV
Energy relative to the best compared isomer or geometry (same formula, charge and spin): 331.5 kJ/mol
DFT total energy: -2817.0979 hartree

Element x y z (Å)
N  1.1613  0.8472  -0.1625
C  1.2649  -0.3779  0.5237
N  -0.0247  -1.0962  0.4506
N  -0.9510  -0.5964  -0.1541
C  -2.0168  -0.2472  -0.7530
Br  -3.5555  0.3357  0.0257
H  0.5704  1.5684  0.4681
H  2.0375  1.4473  -0.2397
H  1.6703  -0.3441  1.6574
H  1.8703  -1.2531  0.0612
H  -2.0267  -0.2837  -1.8774